[1]
8
Properties=species:S:1:pos:R:3:forces:R:3:nbo_charge:R:1 method="wB97M-V/def2-TZVPD" gap_ha="0.3235 / 0.3235" e_homo_ha="-0.340 / -0.340" total_charge=0
C -0.3423 0.5920 -0.1528 -5.7 -5.9 0.4 0.8964
C 0.9310 -0.1165 -0.0215 -2.0 -0.6 3.1 -0.7673
O -1.5867 -0.0053 -0.0556 4.1 2.7 -0.1 -0.2908
O -2.1672 -1.3744 0.4031 2.1 1.6 -0.5 -0.4163
F -0.4108 1.7810 -0.5109 -0.2 2.6 -0.6 -0.2374
H 0.4883 -1.0434 0.3949 1.1 -0.3 -0.6 0.2898
H 1.5158 0.3271 0.7816 0.0 0.3 0.2 0.2594
H 1.5719 -0.1605 -0.8387 0.6 -0.3 -1.8 0.2661

=====

[2]
29
Properties=species:S:1:pos:R:3:forces:R:3:nbo_charge:R:1 method="wB97M-V/def2-TZVPD" gap_ha="0.2020 / 0.2354" e_homo_ha="-0.575 / -0.570" total_charge=+2
Cl -1.6599 3.2145 -1.7170 0.0 -0.2 0.5 -0.0217
C -0.6615 -1.3459 -1.6116 -1.5 1.4 -1.2 -0.2168
C 0.7486 -1.5442 -1.4786 1.9 0.7 -0.9 -0.1610
C 1.4065 -0.5560 -2.2522 0.2 -0.9 1.0 -0.3446
H 1.2189 -2.3727 -0.9423 -0.1 0.4 -0.2 0.2565
C 0.4260 0.2843 -2.8631 0.4 -0.3 -0.2 0.1482
C -0.8617 -0.2192 -2.4658 -1.0 -1.3 1.3 -0.3726
H -1.8165 0.1452 -2.8435 0.3 -0.1 0.2 0.2718
H -1.4356 -2.0060 -1.2110 0.3 0.4 -0.2 0.2643
H 2.4810 -0.4798 -2.4266 -0.4 0.0 0.2 0.2661
C 0.6869 1.4282 -3.7687 0.1 0.1 0.3 -0.6875
Pb -0.1484 1.0359 -0.0732 0.2 -1.3 -0.2 1.3453
C 2.3959 2.0043 0.6969 3.0 1.2 1.6 0.5055
O 3.3500 2.3788 1.1969 -2.4 -1.0 -1.3 -0.3816
C -2.1203 2.7516 0.1669 -3.7 3.1 0.4 0.4495
O -3.0137 3.3454 0.6292 2.8 -2.1 -0.8 -0.3023
H 1.6516 1.8989 -3.5341 -0.2 -0.2 -0.2 0.2524
H -0.1073 2.1815 -3.7001 0.2 -0.2 -0.2 0.2401
H 0.7324 1.0718 -4.8081 0.0 0.1 0.1 0.2968
N 0.1967 -2.1580 3.7735 -0.1 -0.5 0.6 -0.6722
C -0.7962 -1.0457 3.7069 -0.2 0.0 0.1 -0.3350
C -0.6143 -0.4863 2.3235 -0.2 0.4 -1.6 0.7569
O -1.5623 0.0992 1.7033 1.4 -0.4 0.9 -0.7197
O 0.5493 -0.6728 1.8450 -0.8 0.7 -0.3 -0.7565
H -0.1737 -3.0027 3.3214 0.2 0.2 -0.1 0.4469
H 0.4018 -2.4239 4.7336 0.2 0.0 0.2 0.4525
H 1.0435 -1.8335 3.2679 -0.2 -0.2 0.1 0.4797
H -1.7992 -1.4202 3.9012 0.1 0.1 0.0 0.2697
H -0.5185 -0.2727 4.4298 -0.1 -0.2 0.0 0.2693

=====

[3]
11
Properties=species:S:1:pos:R:3:forces:R:3:nbo_charge:R:1 method="wB97M-V/def2-TZVPD" smiles="O=C1C=CCC1=O" gap_ha=0.3146 e_homo_ha=-0.344 total_charge=0
O 2.0630 1.3605 0.4032 -0.5 -0.1 0.1 -0.4777
C 1.0586 0.6920 0.4074 0.5 0.6 0.5 0.4098
C 0.9566 -0.7593 0.5633 0.2 0.4 0.7 -0.2722
C -0.1760 -1.1758 -0.0170 1.1 0.4 -1.1 -0.1158
C -1.2162 -0.0979 -0.2020 0.1 -0.1 -0.4 -0.5753
C -0.3427 1.1625 -0.0736 -0.2 0.6 0.0 0.5080
O -0.6427 2.3007 -0.3063 0.1 -0.7 0.1 -0.4556
H 1.8015 -1.4218 0.6933 0.2 0.3 -0.2 0.2279
H 0.2409 -1.8383 -0.7897 -2.0 -1.3 0.3 0.2395
H -2.0618 -0.0255 0.5020 0.6 -0.4 0.1 0.2633
H -1.6812 -0.1971 -1.1805 0.0 0.3 -0.2 0.2481

=====

ΔE to the lowest compared entry with this formula, charge and spin per entry: 581.5 0.0 178.8 kJ/mol
F_max per entry: 0.160 0.094 0.047 hartree/bohr
Energy per entry: -8928.96913 -37995.90525 -9342.32878 eV